Record 1
Computed, not measured: a structure of composition C35H29BBrClF4HfN5OPS, with wB97M-V/def2-TZVPD.

Cartesian coordinates (Å):
1 Hf 0.786 0.903 -0.861
2 Br 4.629 6.623 -3.328
3 C 3.891 4.934 -2.920
4 C 3.822 3.943 -3.910
5 C 3.267 2.719 -3.627
6 C 2.742 2.421 -2.354
7 O 2.196 1.249 -2.134
8 C 2.904 3.407 -1.327
9 C 2.716 3.066 0.031
10 N 2.171 1.941 0.399
11 C 2.398 1.363 1.648
12 C 2.716 2.011 2.824
13 C 3.072 1.268 3.958
14 C 3.195 -0.097 3.899
15 C 2.889 -0.792 2.709
16 C 3.072 -2.179 2.537
17 C 2.752 -2.747 1.329
18 C 2.168 -1.960 0.329
19 N 1.977 -0.656 0.444
20 C 2.399 -0.061 1.596
21 C 3.467 4.661 -1.644
22 H 4.224 4.147 -4.891
23 H 3.219 1.947 -4.379
24 H 3.180 3.721 0.769
25 H 2.695 3.090 2.879
26 H 3.293 1.792 4.875
27 H 3.550 -0.662 4.748
28 H 3.479 -2.761 3.349
29 H 2.928 -3.793 1.147
30 H 1.850 -2.417 -0.598
31 H 3.566 5.402 -0.864
32 Cl -0.533 1.873 1.454
33 C -1.936 1.118 2.155
34 C -2.683 1.788 3.107
35 C -3.792 1.158 3.651
36 C -4.123 -0.130 3.259
37 C -3.357 -0.793 2.317
38 C -2.254 -0.167 1.732
39 P -1.173 -1.022 0.502
40 C -0.886 -2.471 1.604
41 C -0.213 -2.188 2.793
42 C -0.071 -3.163 3.760
43 C -0.606 -4.426 3.558
44 C -1.260 -4.712 2.372
45 C -1.397 -3.745 1.389
46 C -2.435 -1.664 -0.662
47 C -3.700 -1.080 -0.761
48 C -4.602 -1.534 -1.709
49 C -4.246 -2.556 -2.576
50 C -2.977 -3.110 -2.509
51 C -2.071 -2.666 -1.562
52 H -2.403 2.783 3.413
53 H -4.388 1.677 4.385
54 H -4.985 -0.614 3.693
55 H -3.614 -1.803 2.033
56 H 0.167 -1.188 2.973
57 H 0.433 -2.930 4.685
58 H -0.524 -5.177 4.328
59 H -1.689 -5.689 2.214
60 H -1.926 -3.989 0.480
61 H -3.995 -0.292 -0.080
62 H -5.586 -1.092 -1.762
63 H -4.954 -2.913 -3.307
64 H -2.700 -3.899 -3.189
65 H -1.078 -3.092 -1.523
66 N -1.493 0.760 -2.160
67 N -1.321 0.199 -3.448
68 C -0.311 -0.643 -3.730
69 N -0.193 -1.119 -4.963
70 S 0.736 -1.193 -2.529
71 H -2.310 0.296 -1.722
72 H -1.741 1.748 -2.268
73 H -1.873 0.585 -4.206
74 H -0.795 -0.858 -5.727
75 H 0.549 -1.778 -5.147
76 F -0.017 2.739 -1.108
77 B -0.201 3.618 -2.847
78 F 0.217 2.466 -3.411
79 F 0.608 4.625 -2.752
80 F -1.506 3.777 -2.828

Results
Energy above the lowest of the compared OMol25 structures with the same formula, charge and spin = 64.6 kJ/mol
Largest force on an atom = 2.63 eV/A
E_tot = -161803.88132 eV
LUMO level = -6.1 eV
Charge = +2
HOMO energy = -13.1284 eV
HOMO-LUMO gap = 7.1 eV

***

Record 2
Computed, not measured: a structure of composition C38H42BN11Pd, with wB97M-V/def2-TZVPD.

Cartesian coordinates (Å):
1 Pd 0.745 -0.019 -0.189
2 C -3.544 -2.888 1.167
3 C -2.277 -2.893 0.460
4 C -2.170 -2.883 -0.966
5 C -0.866 -3.079 -1.203
6 N -0.266 -3.182 0.021
7 N -1.109 -3.124 1.016
8 B 1.261 -3.369 0.323
9 N 2.187 -3.056 -0.785
10 C 2.387 -3.802 -1.911
11 C 3.392 -3.213 -2.607
12 C 3.781 -2.070 -1.853
13 C 4.743 -0.995 -2.099
14 N 3.016 -2.044 -0.767
15 N 1.627 -2.494 1.500
16 C 2.543 -2.864 2.452
17 C 2.976 -1.757 3.121
18 C 2.277 -0.716 2.515
19 C 2.104 0.705 3.032
20 N 1.501 -1.146 1.509
21 N 1.576 -4.870 0.758
22 C 0.697 -5.579 1.481
23 C 1.418 -6.715 1.842
24 C 2.724 -6.489 1.465
25 C 3.909 -7.402 1.734
26 N 2.824 -5.322 0.844
27 H -4.316 -3.497 0.717
28 H -3.941 -1.918 1.248
29 H -3.274 -3.258 2.170
30 H -2.917 -2.627 -1.699
31 H -0.465 -3.146 -2.144
32 H 1.853 -4.702 -1.940
33 H 3.705 -3.544 -3.560
34 H 4.785 -0.722 -3.138
35 H 5.745 -1.386 -1.882
36 H 4.559 -0.104 -1.492
37 H 2.735 -3.863 2.760
38 H 3.715 -1.753 3.925
39 H 1.182 0.783 3.681
40 H 1.974 1.360 2.173
41 H 2.902 1.071 3.603
42 H -0.361 -5.292 1.628
43 H 1.079 -7.441 2.571
44 H 3.817 -7.751 2.731
45 H 4.869 -6.922 1.666
46 H 3.849 -8.288 1.081
47 C -2.550 6.386 0.976
48 C -3.150 5.562 -0.102
49 C -4.359 5.959 -0.659
50 C -4.904 5.345 -1.777
51 C -4.156 4.274 -2.258
52 C -2.937 3.885 -1.783
53 C -2.427 4.527 -0.680
54 N -1.324 3.969 0.013
55 C -0.531 2.913 -0.361
56 N -0.047 2.992 -1.614
57 C 0.327 1.934 -2.534
58 C 0.506 0.591 -2.144
59 C 0.797 -0.300 -3.194
60 C 0.852 0.055 -4.549
61 C 0.722 1.420 -4.893
62 C 0.434 2.366 -3.883
63 C 0.179 3.833 -4.281
64 N -0.306 1.881 0.489
65 C -0.856 2.137 1.782
66 C -0.235 3.079 2.522
67 C -0.695 3.405 3.778
68 C -1.789 2.693 4.262
69 C -2.458 1.709 3.545
70 C -1.948 1.406 2.249
71 C -2.514 0.430 1.362
72 H -3.055 7.283 1.181
73 H -1.537 6.689 0.786
74 H -2.504 5.829 2.026
75 H -4.925 6.800 -0.117
76 H -5.762 5.615 -2.341
77 H -4.565 3.823 -3.197
78 H -2.475 3.099 -2.282
79 H -1.371 3.966 1.006
80 H -0.127 3.889 -2.045
81 H 1.018 -1.314 -2.818
82 H 1.099 -0.627 -5.359
83 H 0.907 1.788 -5.885
84 H 0.652 4.049 -5.271
85 H 0.639 4.501 -3.561
86 H -0.855 4.108 -4.401
87 H 0.659 3.466 2.088
88 H -0.166 4.089 4.423
89 H -2.125 2.848 5.286
90 H -3.278 1.211 3.978
91 H -3.589 0.346 1.497
92 H -1.849 -0.461 1.402
93 H -2.372 0.823 0.379

Results
Largest force on an atom = 4.05 eV/A
E_tot = -60637.37578 eV
LUMO level (spin up / spin down) = 2.3 / 2.3 eV
Charge = -1
HOMO energy (spin up / spin down) = -3.5428 / -4.6047 eV
HOMO-LUMO gap (spin up / spin down) = 5.9 / 6.9 eV
Multiplicity = 2

***

Record 3
Computed, not measured: an isolated molecule of C6H12O, with wB97M-V/def2-TZVPD.

Cartesian coordinates (Å):
1 C 2.487 -0.510 -0.280
2 O 1.125 -0.847 -0.231
3 C 0.399 0.064 0.555
4 C 0.154 1.455 -0.083
5 C -1.370 1.182 -0.084
6 C -1.126 -0.211 0.556
7 C -1.618 -1.409 -0.238
8 H 2.911 -0.403 0.732
9 H 2.654 0.430 -0.826
10 H 3.007 -1.317 -0.800
11 H 0.843 0.117 1.565
12 H 0.476 2.305 0.525
13 H 0.596 1.550 -1.081
14 H -1.817 1.135 -1.083
15 H -1.963 1.874 0.523
16 H -1.511 -0.274 1.579
17 H -2.715 -1.422 -0.251
18 H -1.263 -1.365 -1.272
19 H -1.269 -2.353 0.193

Results
Energy above the lowest of the compared OMol25 structures with the same formula, charge and spin = 134.6 kJ/mol
Largest force on an atom = 0.29 eV/A
E_tot = -8462.95940 eV
LUMO level = 1.2 eV
HOMO energy = -9.4870 eV
HOMO-LUMO gap = 10.6 eV

***

Record 4
Computed, not measured: an isolated molecule of C14H18N2O2, with wB97M-V/def2-TZVPD.

Cartesian coordinates (Å):
1 C -4.293 4.046 0.591
2 O -3.751 3.531 -0.626
3 C -3.053 2.339 -0.557
4 C -2.945 1.577 -1.718
5 C -2.275 0.341 -1.758
6 C -1.668 -0.138 -0.623
7 C -0.953 -1.467 -0.619
8 C 0.456 -1.309 -1.116
9 N 0.868 -1.775 -2.271
10 O 2.265 -1.515 -2.411
11 C 2.771 -0.910 -1.199
12 C 3.613 -1.844 -0.344
13 N 3.266 -1.389 1.049
14 C 3.920 -1.932 2.201
15 C 1.814 -1.255 1.020
16 C 1.544 -0.639 -0.358
17 C -1.723 0.638 0.559
18 C -2.398 1.853 0.598
19 H -5.031 4.878 0.434
20 H -3.454 4.414 1.266
21 H -4.839 3.320 1.152
22 H -3.381 1.952 -2.640
23 H -2.239 -0.204 -2.700
24 H -1.573 -2.130 -1.219
25 H -0.949 -1.832 0.420
26 H 3.307 -0.003 -1.423
27 H 3.371 -2.918 -0.523
28 H 4.647 -1.693 -0.552
29 H 5.015 -1.853 2.127
30 H 3.684 -1.378 3.103
31 H 3.619 -2.977 2.369
32 H 1.318 -2.221 1.151
33 H 1.491 -0.596 1.844
34 H 1.307 0.433 -0.260
35 H -1.284 0.263 1.484
36 H -2.464 2.391 1.552

Results
Energy above the lowest of the compared OMol25 structures with the same formula, charge and spin = 403.0 kJ/mol
Largest force on an atom = 2.98 eV/A
E_tot = -21882.69442 eV
LUMO level = 0.7 eV
HOMO energy = -8.5783 eV
HOMO-LUMO gap = 9.3 eV

***

Record 5
Computed, not measured: a structure of composition C34H32BrCuN6O, with wB97M-V/def2-TZVPD.

Cartesian coordinates (Å):
1 Cu 0.861 0.309 -2.654
2 C -0.736 -2.132 10.568
3 O -1.733 -2.225 9.573
4 C -1.396 -1.923 8.294
5 C -0.127 -1.515 7.887
6 C 0.118 -1.230 6.559
7 C -0.886 -1.338 5.598
8 C -2.155 -1.751 6.014
9 C -2.408 -2.037 7.337
10 C -0.583 -1.005 4.219
11 N 0.578 -0.560 3.789
12 C 0.432 -0.350 2.452
13 C -0.863 -0.681 2.056
14 N -1.491 -1.098 3.196
15 C -1.330 -0.575 0.722
16 C -2.602 -0.944 0.272
17 C -2.906 -0.774 -1.066
18 C -1.966 -0.190 -1.902
19 N -0.763 0.194 -1.493
20 C -0.412 -0.035 -0.211
21 C 0.940 0.275 0.166
22 N 1.773 0.667 -0.821
23 C 3.036 0.901 -0.529
24 C 3.566 0.744 0.751
25 C 2.738 0.343 1.778
26 C 1.390 0.104 1.498
27 H -1.219 -2.423 11.498
28 H -0.357 -1.109 10.665
29 H 0.100 -2.811 10.369
30 H 0.675 -1.416 8.603
31 H 1.099 -0.913 6.238
32 H -2.963 -1.848 5.302
33 H -3.392 -2.351 7.655
34 H -2.444 -1.411 3.261
35 H -3.329 -1.354 0.959
36 H -3.872 -1.060 -1.452
37 H -2.191 -0.001 -2.944
38 H 3.668 1.216 -1.349
39 H 4.617 0.919 0.926
40 H 3.104 0.190 2.782
41 Br 3.097 1.221 -4.279
42 C 3.212 -0.582 -4.951
43 C 4.270 -0.811 -5.785
44 C 4.444 -2.075 -6.365
45 C 3.539 -3.060 -6.104
46 C 2.445 -2.834 -5.240
47 C 1.527 -3.872 -4.985
48 C 0.483 -3.675 -4.129
49 C 0.327 -2.436 -3.493
50 C 1.171 -1.358 -3.695
51 C 2.253 -1.565 -4.606
52 H 4.970 -0.018 -6.003
53 H 5.292 -2.248 -7.011
54 H 3.646 -4.042 -6.547
55 H 1.668 -4.824 -5.480
56 H -0.221 -4.475 -3.933
57 H -0.506 -2.331 -2.805
58 C -2.721 3.472 -3.653
59 C -1.672 4.026 -2.675
60 C -0.981 5.243 -3.298
61 C -2.371 4.424 -1.373
62 N -0.648 3.058 -2.278
63 N 0.045 2.355 -3.294
64 H -3.487 4.226 -3.821
65 H -3.200 2.580 -3.247
66 H -2.285 3.225 -4.621
67 H -1.686 6.063 -3.412
68 H -0.580 5.004 -4.282
69 H -0.163 5.571 -2.660
70 H -3.054 5.253 -1.538
71 H -1.633 4.717 -0.630
72 H -2.943 3.583 -0.978
73 H -1.054 2.359 -1.664
74 H 0.801 2.934 -3.650
75 H -0.553 2.092 -4.080

Results
Largest force on an atom = 1.14 eV/A
E_tot = -161448.34597 eV
LUMO level = -0.2 eV
HOMO energy = -6.4229 eV
HOMO-LUMO gap = 6.2 eV